Computed, not measured: a cluster of 6 separate species, C26H50BrFN3O9 in total in a non-equilibrium geometry, with ωB97M-V/def2-TZVPD.

```
90
C26H50BrFN3O9, DFT ωB97M-V/def2-TZVPD
O -3.580 4.566 -0.487
H -1.634 -5.914 1.249
C -1.241 1.259 -1.223
H 8.290 6.862 -0.321
O -9.563 1.640 0.342
H 0.344 -3.421 4.183
H 2.827 4.854 -2.236
O 5.914 -3.703 1.541
H -0.096 -4.876 -2.089
H 4.499 7.339 -0.358
H -6.808 -0.524 1.247
H 5.979 8.109 0.248
H -7.185 2.980 -0.838
H 3.374 0.818 -3.490
C 7.698 5.957 -0.473
H -0.750 -6.300 -1.256
C 3.492 4.243 -2.851
H 4.015 -5.356 3.213
H 0.849 -5.637 -0.794
C -1.007 -5.020 1.271
N -4.244 1.570 0.535
C -2.495 0.228 -1.388
C -7.220 1.929 -0.388
H 7.671 5.364 0.444
O -6.086 -0.369 -0.709
H -0.088 -0.715 -0.754
H 3.809 2.075 -4.667
C -6.115 1.016 -1.102
O 2.047 2.478 -2.171
H 4.850 1.772 -3.239
N -3.447 3.598 -1.167
H 5.029 -2.462 -1.134
H 3.537 -5.386 4.922
O 1.682 -4.758 2.546
H 5.223 -0.703 1.569
H -0.967 1.732 -2.235
H 3.669 -2.250 0.015
H 4.289 -3.873 -0.351
H -2.532 -0.374 -0.418
C -8.722 1.397 -0.555
C 3.822 1.808 -3.608
C -4.577 1.555 -0.904
N -3.757 0.834 -1.851
H -4.361 -3.667 -0.467
C 6.299 6.324 -0.888
O 5.841 5.965 -1.959
O -4.647 2.974 -1.345
H -0.032 -5.250 1.710
H 1.223 -4.166 5.534
Br -3.247 -0.383 2.377
C 4.569 -2.826 -0.213
H -3.225 1.660 0.779
C -4.170 -2.564 -0.184
H -3.118 -2.499 0.261
H 5.359 6.611 1.013
H 0.971 0.843 -1.168
H -6.987 2.027 0.740
C -5.351 -2.141 0.825
C -0.161 -5.390 -1.127
H 6.582 -0.914 0.420
H -6.289 -2.724 0.465
H 4.139 -3.871 4.176
H -2.148 -0.518 -2.207
H -5.394 0.961 2.255
C 3.552 -4.778 4.015
C -4.796 0.465 1.393
H -3.703 1.238 -2.794
O -1.201 -3.367 -0.429
C 2.147 -4.414 3.620
H -1.498 -4.263 1.887
H -4.175 -1.983 -1.180
C 5.485 7.151 0.072
C 3.029 2.813 -2.816
H -1.468 2.056 -0.427
H 1.825 -2.651 4.789
C 1.336 -3.609 4.601
C 5.548 -2.718 0.926
C 6.057 -1.344 1.275
H -4.652 2.461 0.914
C -0.825 -4.488 -0.123
H 8.165 5.361 -1.260
H 6.753 -1.419 2.113
H -5.196 -2.474 1.911
C -5.787 -0.577 0.693
H 0.129 0.608 0.503
F -9.068 0.702 -1.745
H 4.505 4.316 -2.449
C 0.034 0.416 -0.636
H -6.305 1.084 -2.240
H 3.464 4.618 -3.876
```

Output
Calculated total energy ... -4535.50972 hartree
2S+1 ... 1
Maximum force ... 0.1195 hartree/bohr
LUMO ... -3.8 eV
Net charge ... +1

Here are the Mulliken charges for atoms 1 to 8, given in e: number 1, O, carries -0.356; number 2, H, carries 0.390; number 3, C, carries 0.055; number 4, H, carries 0.343; number 5, O, carries -0.471; number 6, H, carries 0.187; number 7, H, carries 0.250; number 8, O, carries -0.549



Computed, not measured: a structure of composition C26H50CrGeN12O5S in a non-equilibrium geometry, with ωB97M-V/def2-TZVPD.

```
96
C26H50CrGeN12O5S, DFT ωB97M-V/def2-TZVPD
H -0.152 -4.184 -5.734
C -0.770 2.745 4.807
N 3.248 5.908 -1.291
H -2.437 3.617 2.323
H -1.634 0.971 3.288
H -2.729 0.161 -2.713
H -0.362 1.816 5.197
C -4.333 -1.956 -1.984
H -0.541 3.524 5.529
H 0.942 -0.469 -0.887
H -4.152 -4.637 0.128
H 1.412 -1.848 5.869
C 0.810 -0.993 3.995
H -2.280 -1.558 2.213
C -3.036 0.103 -1.665
H -2.156 -4.250 1.607
N -2.281 -0.900 2.993
C 0.637 -3.052 -2.026
C 2.065 5.282 -1.188
C 1.343 -2.212 2.116
H 2.104 2.199 -0.649
H 2.402 -0.174 -0.321
H 0.400 5.083 -0.023
H 3.300 -5.079 -1.693
H -1.663 -1.279 3.710
C -3.811 -3.952 -0.655
O -0.447 3.068 -1.439
N -2.683 -3.203 -0.135
H 3.451 3.457 -2.738
H 2.077 2.136 -4.489
H -5.085 -1.217 -2.273
H -1.474 5.040 1.968
H -1.854 2.664 4.764
H 0.633 5.682 3.611
H 3.815 5.796 -2.112
H -0.824 -3.387 0.792
N 1.455 0.237 -0.356
H -0.684 -2.984 -3.707
O 3.291 -1.772 -0.580
H 1.134 0.476 -2.976
C 1.227 4.799 3.392
S 2.544 -2.909 -0.044
H -5.732 -3.548 -1.553
C -2.436 -1.901 -0.419
H 1.731 1.383 3.046
H 1.889 5.024 2.562
C 1.860 -3.094 4.149
H 3.496 6.642 -0.652
H 1.492 6.326 0.478
H 2.792 0.879 -2.572
C 1.371 -1.960 4.801
C 2.443 3.716 -3.083
C 1.681 2.465 -3.527
N 0.458 -4.810 -5.237
Cr 0.078 0.151 1.324
C 1.069 1.747 2.259
N 1.328 -2.211 0.804
O -0.690 1.491 0.068
C 2.436 -4.634 -2.158
H 2.531 4.394 -3.939
N 1.252 5.600 -0.173
H 0.110 -2.303 -1.459
H 2.527 -5.803 -3.948
H -3.953 -2.426 -2.901
C 1.998 -5.036 -3.402
C -1.730 -3.973 0.637
N 1.684 4.358 -2.030
H 0.633 2.737 -3.664
H 0.735 3.906 -1.868
H -2.258 0.521 -1.032
C 1.771 1.268 -2.574
N -1.694 0.324 2.494
H 0.377 -0.096 4.420
C -0.033 2.061 -0.830
H -2.390 0.728 1.857
H 1.852 4.599 4.256
H 1.725 2.213 1.524
H -1.432 3.647 0.891
H -3.952 0.683 -1.538
C 0.886 -4.424 -3.993
C 0.189 -3.449 -3.270
Ge 0.026 3.233 3.031
C 1.767 -3.629 -1.480
N 0.771 -1.091 2.667
H -5.333 -2.514 -0.168
C -1.482 3.954 1.929
N -3.266 -1.270 -1.287
C 1.390 1.494 -1.098
H -3.491 -4.559 -1.513
H 2.258 -3.936 4.697
C -4.930 -3.004 -1.057
O 3.311 -3.898 0.648
H -1.465 -4.884 0.095
N 1.833 -3.217 2.848
O -1.492 -1.296 0.123
H 1.108 -5.326 -5.806
```

Output
Calculated total energy ... -5573.44032 hartree
2S+1 ... 2
Maximum force ... 0.0393 hartree/bohr
LUMO (alpha / beta) ... -2.5 / -2.0 eV
Net charge ... +1
⟨S²⟩ ... 0.761

Here are the Mulliken charges for atoms 1 to 8, given in e: number 1, H, carries 0.217; number 2, C, carries -1.549; number 3, N, carries -0.405; number 4, H, carries 0.400; number 5, H, carries 0.126; number 6, H, carries 0.327; number 7, H, carries 0.403; number 8, C, carries -0.650



Computed, not measured: a structure of composition C26H50F5IInN6O6P2 in a non-equilibrium geometry, with ωB97M-V/def2-TZVPD.

```
97
C26H50F5IInN6O6P2, DFT ωB97M-V/def2-TZVPD
H -0.808 -1.848 -0.289
H 3.114 -0.270 6.315
N 6.482 -1.113 3.698
N -5.336 1.195 -1.029
N -7.528 -0.779 -0.702
H 4.243 1.593 3.538
C 4.936 0.577 1.316
H 4.759 -0.887 6.533
F 4.810 -2.363 -2.325
O 3.342 -1.941 3.077
H 2.701 -4.169 0.111
C 3.909 -0.842 5.837
O -5.200 -1.058 -0.072
C -1.021 2.880 -3.559
I 3.240 0.931 -4.899
C -7.651 -2.083 -0.051
H -7.015 -2.823 -0.535
C 1.821 -1.983 -2.394
H -8.027 0.553 0.873
H -6.922 2.188 -0.035
H -0.434 3.064 -4.466
H 2.233 -1.617 -3.333
H -5.664 -1.560 -3.758
H 3.934 0.996 1.479
C 0.409 0.777 1.551
C 0.901 -3.046 -0.010
C 0.601 -1.551 -1.899
C 7.036 0.104 4.234
H -6.506 -0.485 -4.872
C 4.466 -1.654 0.683
F -1.572 -0.883 -2.615
H -5.602 3.196 -0.526
H -5.406 2.126 0.882
H 8.117 0.108 4.057
O 4.030 0.757 -2.082
H 5.680 1.210 1.806
C 7.112 -2.266 4.350
C -1.277 4.181 -2.859
H -1.203 0.210 0.100
H -6.224 2.083 -3.428
C 2.563 -2.913 -1.690
H -8.723 0.968 -0.720
O -2.233 4.352 -2.136
H 4.555 -2.709 0.940
N 4.318 -0.257 4.566
H 0.225 5.286 -2.278
C -7.056 1.410 -3.173
H 6.652 1.000 3.753
H 6.880 0.208 5.319
C -3.917 1.384 -1.338
H 2.278 3.223 -2.765
H -4.953 0.013 -4.158
C -0.839 1.078 0.676
H -7.369 -2.039 1.010
H 8.201 -2.221 4.267
H -1.665 1.388 1.346
H 3.408 -1.433 0.513
H 0.542 -3.453 0.933
C -0.229 -0.525 -2.632
F 4.426 -4.351 -1.533
C -8.437 0.146 -0.061
In 0.125 1.626 -2.053
H -7.646 1.886 -2.393
N -6.620 0.080 -2.827
H 1.246 1.422 1.253
C -5.838 2.205 -0.124
H 0.737 -0.272 1.517
H -1.993 2.411 -3.738
P 4.738 -1.392 3.334
H -3.795 1.750 -2.365
H -9.378 -0.351 0.187
H -3.437 2.099 -0.670
C 3.798 1.082 4.387
H -7.710 1.350 -4.050
C 0.159 -2.120 -0.712
H 6.845 -2.326 5.416
C 2.143 -3.455 -0.485
O -0.343 5.205 -3.054
H 5.152 0.666 0.250
H 6.788 -3.196 3.871
C 3.224 1.333 -2.760
P -5.920 -0.406 -1.241
H 2.707 1.102 4.269
N 5.026 -0.807 1.741
C 2.266 2.308 -2.151
C 3.906 -3.355 -2.274
F 0.143 -0.636 -3.980
H 4.065 1.693 5.258
C -5.899 -0.510 -3.963
H 2.602 2.501 -1.126
H -8.679 -2.448 -0.122
H 5.005 -1.507 -0.249
H -3.358 0.449 -1.251
F 3.727 -3.769 -3.547
H 0.176 1.011 2.601
O -0.601 2.168 -0.197
H 3.531 -1.861 5.709
```

Output
Calculated total energy ... -3470.42869 hartree
2S+1 ... 1
Maximum force ... 0.1341 hartree/bohr
LUMO ... 1.2 eV
Net charge ... -1

Here are the Mulliken charges for atoms 1 to 8, given in e: number 1, H, carries 0.458; number 2, H, carries 0.423; number 3, N, carries 0.052; number 4, N, carries 0.514; number 5, N, carries 0.215; number 6, H, carries 0.384; number 7, C, carries -0.724; number 8, H, carries 0.249



Computed, not measured: a cluster of 8 separate species, C26H50N2O18 in total in a non-equilibrium geometry, with ωB97M-V/def2-TZVPD.

```
96
C26H50N2O18, DFT ωB97M-V/def2-TZVPD
O 3.192 -2.757 -2.296
H -4.276 -0.109 2.877
H -3.880 5.028 2.993
C 3.146 -3.065 -3.621
O 2.925 -4.293 2.367
N 0.491 6.494 3.153
H -0.808 5.089 0.714
H 1.886 -1.793 -0.541
C -0.158 2.097 -2.992
H -3.241 5.762 0.543
O 1.946 -2.201 2.311
O 0.391 3.050 -3.997
C -2.635 6.093 1.400
H -3.254 0.459 -0.649
H -2.685 -0.956 2.911
H -0.289 -6.566 -4.022
H 3.868 -1.702 3.208
H 2.839 -1.276 -6.092
H 5.074 -2.566 -1.743
H 3.928 -3.185 -0.414
H 0.578 0.995 -5.335
H 0.341 -1.168 3.932
H 1.193 3.525 5.712
H 0.056 4.802 4.887
H 1.710 3.873 0.914
H 1.255 -2.334 -5.907
H 1.318 -6.122 -3.195
H -1.389 -1.291 4.362
C 0.262 1.499 4.408
O -1.295 -2.945 -2.395
C 1.955 -3.357 1.862
H -4.195 -1.881 2.944
O -0.775 2.512 -1.865
H 2.005 -4.909 -0.461
H -3.672 -1.915 0.415
N -2.808 2.119 2.125
H 0.205 2.905 1.179
H 1.210 3.743 3.991
O -0.264 2.705 4.704
O -0.314 -4.769 -2.974
H 2.573 -2.401 4.376
C 1.096 -1.272 -1.120
C 4.228 -3.242 -1.452
H -2.981 6.532 3.405
O 0.645 0.270 1.322
O -1.186 -3.477 -4.835
C -0.313 5.989 2.450
C -0.912 3.905 -1.617
C -1.255 5.257 1.621
C -0.993 -3.748 -3.423
H 0.752 -5.281 -4.668
O 3.625 -4.363 -4.078
C -3.846 -0.914 0.907
H 1.743 2.608 2.147
H 0.202 -1.539 -0.495
H -4.832 -0.714 0.539
H 2.482 -0.791 3.677
H -2.340 7.181 1.314
C 0.560 3.795 4.868
H -1.530 -1.195 -3.267
O 1.292 0.065 -0.990
C -2.824 0.110 0.432
C -2.813 1.234 1.346
O 1.127 -3.599 0.925
C 0.437 -5.754 -3.761
O -0.701 0.604 4.161
H -3.044 -2.108 -3.087
C 2.380 -2.280 -5.710
O 1.558 1.225 4.581
H -1.858 -0.298 0.331
C -2.096 -1.812 -2.587
C 0.701 0.417 -4.380
H 0.281 -4.496 -0.639
C -0.503 -0.743 4.527
H -1.796 3.972 -0.909
H -0.021 4.321 -1.296
H -2.444 -1.376 -1.704
H 0.760 -5.717 0.468
O 2.393 -2.214 -4.372
C 1.043 -4.746 0.059
O 1.648 2.018 0.103
O -0.065 0.844 -3.254
H -4.460 6.553 2.501
C -3.735 -1.009 2.515
C 2.774 -1.804 3.403
H 0.884 -1.656 -2.124
H -0.364 -0.694 5.620
C -3.528 5.999 2.603
H 4.448 -4.301 -1.554
C 1.306 2.843 1.182
H -1.497 4.239 2.104
H -1.154 4.383 -2.601
C 1.197 0.792 0.141
H 2.832 -3.140 -6.145
H 1.762 0.536 -4.289
H 0.563 -0.631 -4.659
```

Output
Calculated total energy ... -2484.08488 hartree
2S+1 ... 1
Maximum force ... 0.2339 hartree/bohr
LUMO ... 0.3 eV
SMILES string ... COC(=O)OC.COC(=O)OC.COC(=O)OC.COC(=O)OC.COC(=O)OC.COC(=O)OC.CCCC#N.CCCC#N

Here are the Mulliken charges for atoms 1 to 8, given in e: number 1, O, carries 0.006; number 2, H, carries 0.296; number 3, H, carries 0.269; number 4, C, carries 0.482; number 5, O, carries -0.724; number 6, N, carries -0.596; number 7, H, carries -0.556; number 8, H, carries -0.095



Computed, not measured: a structure of composition C26H50N2O3P2Tc in a non-equilibrium geometry, with ωB97M-V/def2-TZVPD.

```
84
C26H50N2O3P2Tc, DFT ωB97M-V/def2-TZVPD
H -1.705 -1.262 -4.094
C -1.960 -1.783 -3.162
C -3.170 0.263 0.857
C -2.921 1.674 6.409
H -3.200 -0.024 5.074
O -2.133 4.876 7.883
H -2.788 3.662 -3.510
H -3.661 -0.612 0.413
H 3.573 -4.508 0.274
P -1.673 0.545 -1.540
P 2.212 -0.975 0.346
H -2.895 -1.467 -1.268
H -3.933 0.143 -3.673
H -0.891 4.326 5.653
C 1.922 -1.066 2.182
C 2.384 -2.764 -0.144
C -2.684 -0.866 -2.170
H -3.832 2.297 -3.107
C 1.501 0.293 2.787
C -1.119 2.554 4.478
H 4.589 -1.001 0.638
C 3.926 -0.218 0.236
H 3.356 1.814 0.813
C 3.569 -3.445 0.550
C 1.306 0.179 -2.703
H -2.775 3.461 9.821
Tc 0.578 0.139 -0.950
H -1.519 3.131 -0.298
H 1.144 -3.142 2.146
C -1.452 1.458 -4.262
H 4.528 -3.027 0.211
H -0.087 -1.882 2.382
H -2.642 -2.611 -3.404
H 3.362 -2.697 -2.114
H 4.254 -0.792 -1.875
H -0.818 2.539 -2.515
O 1.367 3.048 -0.339
H 1.446 -3.206 0.230
C 4.325 0.079 -1.213
H 1.027 -2.311 3.697
C -2.931 2.838 -2.794
H -3.885 0.736 1.544
H -2.308 -0.099 1.436
H 2.199 0.587 3.583
H 3.526 -3.389 1.644
H 4.023 0.836 2.161
H -4.653 -1.271 -2.896
H 5.088 1.462 0.890
C 1.045 1.933 -0.552
N -2.877 2.990 8.939
H 5.371 0.420 -1.221
C -2.685 0.912 5.282
H -1.046 -2.213 -2.728
H 2.933 -1.326 2.568
H -0.454 2.832 3.658
H -3.113 3.291 -1.816
H -4.573 0.253 -2.009
H -2.819 1.983 8.983
H -1.609 0.778 3.534
H -2.303 0.883 -4.656
C -4.029 -0.385 -2.716
O 1.800 0.216 -3.768
H -0.729 -0.698 -0.176
H 0.513 0.216 3.256
C -1.362 3.341 5.585
N -1.778 1.354 4.355
H -3.625 1.629 -0.731
C 0.946 -2.171 2.614
C -2.724 1.282 -0.193
C 2.416 -3.011 -1.654
H -2.766 3.107 0.963
H -1.331 2.344 -4.905
H -0.538 0.866 -4.369
C 4.092 1.044 1.087
H 3.713 0.888 -1.637
C -2.201 2.866 6.607
H -1.281 2.177 1.179
H 1.452 1.108 2.049
C -2.368 3.672 7.849
C -2.024 2.492 0.436
H 2.307 -4.094 -1.816
H -3.685 1.341 7.112
H 1.587 -2.515 -2.176
C -1.691 1.937 -2.828
```

Output
Calculated total energy ... -2117.84429 hartree
2S+1 ... 4
Maximum force ... 0.1408 hartree/bohr
LUMO (alpha / beta) ... -13.6 / -16.2 eV
Net charge ... +4
⟨S²⟩ ... 3.771

Here are the Mulliken charges for atoms 1 to 8, given in e: number 1, H, carries 0.293; number 2, C, carries -1.396; number 3, C, carries -1.139; number 4, C, carries -0.659; number 5, H, carries 0.502; number 6, O, carries -0.083; number 7, H, carries 0.493; number 8, H, carries 0.298



Question: Among the records above, which one has the highest calculated total energy?
Answer: C26H50N2O3P2Tc